(1)
DFT (ωB97M-V with the def2-TZVPD basis set) results for C24H60F2KNO20P4S2 as an isolated structure.

Kohn-Sham gap, Eh: 0.3215
Charge: 0
E_tot, hartree: -5471.9585
Highest occupied orbital energy, eV: -9.8

Structure (XYZ):
```
114
Properties=species:S:1:pos:R:3:forces:R:3
K 4.182088 -1.892670 -0.917674 -0.14 0.05 0.56
N 2.299336 -0.092571 -0.130917 -0.44 2.28 0.27
S 1.408064 -0.416252 1.129125 -0.83 -3.72 1.27
O 0.036100 -0.705458 0.874154 -0.20 0.46 -0.40
O 1.752939 0.233773 2.336560 0.29 0.84 0.35
F 1.986508 -1.909627 1.354692 0.16 0.22 -0.35
S 2.086928 1.546752 -0.227122 1.04 -0.14 -2.51
O 2.984706 2.322811 0.538815 0.31 0.04 0.49
O 0.734896 1.938363 -0.381980 -0.53 0.02 0.42
F 2.660095 1.656426 -1.718198 0.17 -0.12 0.13
C -3.651303 3.262621 -2.967529 -1.24 0.11 0.41
C -3.091381 4.040416 -4.121893 0.26 -0.92 -0.13
O -1.720482 4.417570 -3.830907 -0.40 0.27 0.12
P -0.906208 5.047277 -5.021769 0.44 0.04 -0.32
O -1.179251 4.508705 -6.353740 -0.17 -0.24 -0.17
O -1.182977 6.595307 -4.891858 0.06 0.01 0.10
C -0.530797 7.509364 -5.794502 -0.38 0.39 -0.12
C 0.640836 8.185162 -5.104384 -0.40 0.18 -0.33
O 0.597627 4.903117 -4.565812 0.14 0.46 0.60
C 1.161765 3.747998 -3.936745 -0.21 -0.77 -0.28
C 2.322760 3.279775 -4.761021 1.19 -0.79 -1.07
H -3.993967 3.912734 -2.158574 0.61 0.01 0.21
H -4.601337 2.803903 -3.267275 0.20 -0.11 -0.32
H -3.024637 2.455735 -2.597306 0.27 0.18 -0.01
H -3.043416 3.391484 -4.997282 -0.14 0.20 -0.14
H -3.712389 4.908074 -4.339200 0.20 0.17 -0.04
H -0.293064 7.032782 -6.746971 0.27 -0.35 0.23
H -1.294599 8.245916 -6.051094 0.03 0.05 0.11
H 1.250346 7.469420 -4.560187 0.10 -0.02 -0.09
H 1.228502 8.709342 -5.859613 0.16 -0.05 0.09
H 0.250010 8.935635 -4.417724 0.13 -0.08 0.17
H 1.422597 3.942116 -2.897577 0.04 0.42 -0.08
H 0.410426 2.954303 -3.909599 -0.01 0.03 0.04
H 3.142720 3.980327 -4.937692 -0.33 0.46 0.39
H 2.834782 2.384936 -4.392014 -0.36 0.07 0.56
H 2.030850 2.970678 -5.769962 -0.44 0.23 0.09
C 6.138153 -0.891655 3.901778 -0.47 0.01 -1.02
C 5.289606 -1.907109 4.627579 0.53 0.06 -0.32
O 5.415848 -3.220692 4.016888 0.12 -0.08 0.40
P 4.568439 -3.618693 2.761859 0.76 -0.22 0.12
O 4.759963 -2.740152 1.598835 -0.44 -0.02 -0.64
O 5.099981 -5.093315 2.563181 0.32 0.05 0.06
C 4.733104 -5.820847 1.390572 -0.61 -0.54 -0.18
C 4.395124 -7.247936 1.782452 0.60 -0.18 -0.70
O 3.079436 -3.798314 3.212996 -0.50 0.69 0.07
C 2.736755 -4.258143 4.543609 0.46 -0.69 0.17
C 1.362789 -4.908537 4.491661 0.50 0.18 -0.21
H 7.195117 -1.146496 3.884778 0.05 0.05 0.38
H 5.819412 -0.875431 2.855950 0.02 0.12 0.06
H 5.948722 0.106412 4.293535 0.23 -0.02 0.20
H 5.685252 -2.012395 5.634275 -0.48 -0.23 0.18
H 4.238375 -1.625154 4.591764 -0.03 0.13 0.34
H 3.846967 -5.385254 0.915693 0.07 0.18 0.10
H 5.540641 -5.792585 0.658085 0.16 0.08 0.18
H 5.254335 -7.744081 2.235653 -0.13 0.21 0.44
H 3.505105 -7.290978 2.403022 0.07 -0.08 0.14
H 4.240575 -7.834511 0.871135 -0.35 0.16 0.00
H 3.503559 -4.982350 4.831783 -0.11 -0.09 0.07
H 2.821433 -3.459125 5.280131 -0.23 0.36 -0.36
H 0.804602 -4.463762 3.670739 -0.16 0.02 0.08
H 1.491396 -5.971430 4.295864 -0.25 -0.05 0.02
H 0.827111 -4.753912 5.424329 -0.06 -0.10 0.02
C -0.962484 -2.056065 4.468353 0.54 -0.26 -0.78
C -1.570183 -0.849142 3.791959 0.17 -0.29 0.05
O -0.847424 0.318071 4.198956 0.10 -0.12 0.12
P -1.568904 1.725525 4.082432 0.19 0.08 0.31
O -2.803025 1.827987 4.856741 -0.34 0.04 -0.20
O -0.461248 2.724030 4.549457 0.29 0.11 -0.03
C 0.864362 2.766490 3.947062 -0.39 -0.02 0.67
C 1.575947 3.943226 4.562223 0.33 0.34 0.24
O -1.678910 1.991461 2.523729 -0.37 -0.26 -0.03
C -2.985856 1.889772 1.894961 0.60 0.17 -0.35
C -2.730747 1.922985 0.404293 -0.18 0.18 -0.09
H -1.412603 -2.958066 4.042204 -0.34 0.01 0.40
H 0.079412 -2.148454 4.141605 0.07 0.28 0.25
H -1.000620 -2.031850 5.553809 -0.19 -0.03 0.02
H -1.438438 -0.971426 2.715187 -0.18 0.17 -0.04
H -2.629414 -0.751720 4.042836 0.01 0.12 0.02
H 1.355870 1.829909 4.193269 0.03 -0.08 -0.22
H 0.741386 2.884393 2.873587 0.17 -0.18 -0.09
H 1.328505 4.091692 5.614432 -0.37 -0.21 -0.06
H 2.657253 3.793732 4.583734 0.01 0.06 -0.47
H 1.321418 4.857960 4.028669 0.17 0.08 0.06
H -3.469951 0.965068 2.206901 -0.18 0.11 0.13
H -3.537801 2.770686 2.216159 -0.33 -0.20 0.03
H -2.026757 2.734415 0.220311 0.06 -0.09 -0.23
H -2.324572 0.987372 0.019207 0.23 0.05 0.16
H -3.644284 2.128779 -0.157423 -0.08 0.00 0.16
C -5.549189 -4.381965 -4.513534 -0.18 -0.28 0.28
C -4.245098 -3.684119 -4.238855 0.04 -0.22 -0.16
O -3.945904 -3.798319 -2.834557 0.08 -0.03 -0.09
P -3.515697 -2.481453 -2.081777 0.22 -0.67 -0.16
O -4.522517 -1.431373 -2.043297 -0.35 0.73 0.08
O -2.147739 -2.072974 -2.767622 -0.06 0.44 -0.33
C -1.930407 -0.715188 -3.211322 0.07 0.16 0.05
C -0.454706 -0.425312 -3.029943 -0.56 0.09 -0.03
O -3.058758 -3.097756 -0.713512 -0.25 0.11 0.32
C -3.077311 -2.217862 0.429392 0.28 0.25 0.51
C -4.321835 -2.388759 1.260905 -0.20 -0.36 0.56
H -6.374041 -3.901742 -3.987548 0.02 0.17 -0.12
H -5.749799 -4.405514 -5.584089 -0.06 0.01 0.00
H -5.505660 -5.403868 -4.132410 0.06 -0.04 -0.15
H -3.428863 -4.170716 -4.774384 0.04 0.06 -0.02
H -4.298830 -2.643415 -4.565718 0.07 0.07 0.20
H -2.263405 -0.617233 -4.247198 0.15 -0.18 -0.06
H -2.545906 -0.025165 -2.632137 0.00 -0.11 0.10
H 0.105864 -1.250346 -3.467392 0.22 0.12 0.01
H -0.216776 0.516792 -3.525361 0.17 -0.04 0.00
H -0.248693 -0.329013 -1.963962 0.23 -0.07 -0.03
H -2.198461 -2.473001 1.019791 0.05 -0.17 -0.14
H -2.954367 -1.165262 0.161723 0.03 -0.14 -0.35
H -5.156616 -1.742499 0.999795 0.09 0.04 -0.29
H -4.662054 -3.425078 1.218020 0.02 0.01 -0.04
H -4.065039 -2.195496 2.306966 -0.09 0.10 -0.03
```
Forces are in eV/Å.

(2)
DFT (ωB97M-V with the def2-TZVPD basis set) results for a 2-piece molecular cluster, CH3I3P overall.

Kohn-Sham gap, Eh: 0.1669
Charge: +1
E_tot, hartree: -1274.0221
Highest occupied orbital energy, eV: -12.4

Structure (XYZ):
```
8
Properties=species:S:1:pos:R:3:forces:R:3
C -0.082723 0.261522 -0.155303 2.37 1.16 1.15
P -0.296483 1.670299 -1.248238 0.06 0.69 1.15
I -5.954733 -0.456012 0.375404 -0.31 -0.13 0.18
I -3.708275 0.487390 -0.584231 0.31 0.18 -0.26
I -0.168875 3.531377 0.233728 -0.02 -0.91 -0.80
H -0.676982 -0.534697 -0.499917 -0.10 -1.49 -0.92
H -0.393171 0.414057 0.864165 -0.34 0.54 0.47
H 1.073314 0.080790 0.024346 -1.97 -0.04 -0.97
```
Forces are in eV/Å.

(3)
DFT (ωB97M-V with the def2-TZVPD basis set) results for the molecule C4H11NS2.

Kohn-Sham gap, Eh: 0.3353
Charge: 0
E_tot, hartree: -1010.0554
SMILES: CN[C@H](C)CSS
Highest occupied orbital energy, eV: -8.4

Structure (XYZ):
```
18
Properties=species:S:1:pos:R:3:forces:R:3
S 3.129829 1.266386 1.719102 -1.07 0.61 0.98
S 2.701455 0.092658 0.177734 2.25 -0.84 -2.06
C 1.367192 -1.052590 -0.131943 -2.56 -0.97 2.49
C 0.124840 -0.262688 -0.543897 -2.16 0.15 -0.90
C -0.957866 -1.233868 -1.164242 -1.66 2.05 0.75
N -0.358118 0.479407 0.617564 0.23 -0.89 2.79
C -1.611832 1.216288 0.581660 0.86 1.15 -2.20
H 2.375190 2.305177 1.279435 0.20 -0.07 0.46
H 0.982385 -1.916372 0.696395 1.32 2.46 -1.95
H 1.816586 -1.598983 -0.950704 0.03 -0.13 -0.23
H 0.206637 0.531726 -1.353536 1.04 -0.91 0.92
H -1.881730 -1.176604 -0.503889 1.17 -0.68 -0.69
H -0.589757 -2.197431 -1.322593 0.47 -1.80 0.30
H -1.332634 -0.948067 -2.161500 0.35 0.36 0.30
H -0.253468 0.041127 1.577153 0.13 0.21 -2.09
H -2.180380 1.251634 1.507933 0.04 -0.41 -0.13
H -2.190258 0.953943 -0.322592 -0.43 -0.49 0.76
H -1.348071 2.248259 0.297920 -0.21 0.20 0.51
```
Forces are in eV/Å.

(4)
DFT (ωB97M-V with the def2-TZVPD basis set) results for a 2-piece molecular cluster, C4H11N4 overall.

Kohn-Sham gap, Eh: 0.3453
Charge: +1
E_tot, hartree: -377.6592
Highest occupied orbital energy, eV: -13.0

Structure (XYZ):
```
19
Properties=species:S:1:pos:R:3:forces:R:3
C 0.024377 -1.260895 -0.452314 -2.45 -1.85 -0.19
C 1.582189 -0.366515 1.132852 0.01 -0.12 0.05
C 1.041133 0.827234 -1.076331 -0.01 0.14 -0.06
C 1.211698 -0.525863 -0.356446 1.49 0.99 0.12
N -3.757869 -0.424305 0.279596 -0.37 -0.91 -0.34
N -2.953164 0.544611 0.244988 -0.11 0.27 0.52
N -2.085154 0.753243 -0.648301 0.66 0.95 -0.36
N -0.934727 -1.896448 -0.503729 1.48 0.81 0.07
H 0.803334 0.163893 1.672322 -0.08 0.08 0.02
H 2.500678 0.209837 1.195473 0.03 0.03 -0.05
H 1.748865 -1.332325 1.603205 0.00 -0.04 0.05
H 0.174619 1.362725 -0.697053 0.07 -0.01 0.03
H 0.917618 0.685979 -2.145767 0.00 0.00 -0.11
H 1.936321 1.418219 -0.906097 0.10 -0.04 0.01
H 1.998627 -1.106605 -0.860114 -0.21 -0.04 0.04
H -4.412984 -0.388477 1.055347 0.24 0.43 0.16
H -2.223533 0.114538 -1.434003 -0.37 -0.14 0.27
H -1.847289 -2.314254 -0.549090 -0.30 -0.07 0.07
H -2.919737 1.269443 0.990607 -0.17 -0.49 -0.31
```
Forces are in eV/Å.